Molecular formula: C33H36N2O8PTl
Method: DFT, ωB97M-V with the def2-TZVPD basis set

Calculated values
total energy: -68147.0510 eV
strongest force on any atom: 0.01005 Eh/bohr
LUMO energy: 0.3977 eV
HOMO-LUMO gap: 7.76 eV
relative energy (zero: lowest compared OMol25 entry of this formula, charge and spin): 0.0 kcal/mol

Atoms and positions in Å:
Tl  -0.6086  1.1392  1.4200
C  -4.2921  0.2363  0.9657
C  -3.3732  -0.4446  -0.0341
O  -2.1960  -1.0147  0.5147
C  -2.3295  -2.1669  1.3243
C  -2.6147  -1.8704  2.7949
O  -1.8839  -0.7305  3.1683
C  -2.0880  -0.3347  4.5101
C  -1.4542  1.0263  4.7094
O  -1.8678  2.0061  3.7570
C  -3.2148  2.4240  3.7416
C  -4.1677  1.5531  2.9246
O  -3.5838  1.2250  1.6834
H  -4.7201  -0.4958  1.6584
H  -5.1256  0.6826  0.4075
H  -3.0198  0.2917  -0.7569
H  -3.9557  -1.2135  -0.5564
H  -1.3668  -2.6741  1.2544
H  -3.1034  -2.8324  0.9267
H  -2.3178  -2.7422  3.3910
H  -3.6840  -1.7048  2.9770
H  -1.6188  -1.0420  5.2037
H  -3.1623  -0.3147  4.7308
H  -0.3781  0.9287  4.5540
H  -1.6544  1.3719  5.7288
H  -3.2009  3.4241  3.3062
H  -3.6113  2.5024  4.7613
H  -5.0939  2.1219  2.7753
H  -4.4303  0.6373  3.4642
N  -0.3543  1.5213  -3.2101
P  0.3608  0.5964  -1.9189
C  2.0769  0.5865  -2.5765
C  2.5265  -0.2656  -3.5841
C  3.8403  -0.1939  -4.0274
C  4.7158  0.7272  -3.4666
C  4.2769  1.5788  -2.4619
C  2.9658  1.5036  -2.0148
C  -0.1655  -1.1047  -2.3438
C  0.2041  -2.1146  -1.4530
C  -0.1497  -3.4320  -1.6972
C  -0.9058  -3.7523  -2.8185
C  -1.3028  -2.7497  -3.6923
C  -0.9302  -1.4310  -3.4583
C  -1.3732  2.4353  -2.9763
C  -1.6939  3.4156  -3.9244
C  -2.7113  4.2999  -3.6409
C  -3.4001  4.1954  -2.4372
C  -3.0344  3.1766  -1.5791
N  -2.0530  2.3098  -1.8371
H  0.2049  1.6898  -4.0305
H  1.8548  -1.0036  -4.0093
H  4.1853  -0.8652  -4.8045
H  5.7435  0.7716  -3.8048
H  4.9597  2.2919  -2.0164
H  2.6315  2.1446  -1.2053
H  0.7729  -1.8636  -0.5615
H  0.1619  -4.2117  -1.0122
H  -1.1888  -4.7800  -3.0075
H  -1.9018  -2.9947  -4.5607
H  -1.2459  -0.6490  -4.1391
H  -1.1513  3.4737  -4.8606
H  -2.9691  5.0725  -4.3543
H  -4.1985  4.8765  -2.1778
H  -3.5484  3.0272  -0.6333
O  2.6845  0.0756  4.4401
C  2.2890  -0.0625  3.2819
O  1.1154  0.1958  2.8463
C  3.2960  -0.5533  2.2465
C  3.0468  -0.4457  0.8869
C  3.9565  -0.9046  -0.0734
C  5.1063  -1.4797  0.4014
O  6.1511  -2.0074  -0.3176
C  7.0674  -2.5253  0.6463
O  6.5907  -2.1848  1.9417
C  5.3668  -1.5847  1.7553
C  4.4898  -1.1271  2.7014
H  2.1240  0.0246  0.5713
H  3.7725  -0.8145  -1.1381
H  8.0506  -2.0816  0.4869
H  7.1251  -3.6121  0.5485
H  4.6819  -1.1845  3.7649

***

Molecular formula: C33H37AlClNO2P2SbSe
Method: DFT, ωB97M-V with the def2-TZVPD basis set

Calculated values
total energy: -149986.2362 eV
strongest force on any atom: 0.01053 Eh/bohr
LUMO energy: -2.2169 eV
net charge: +1
HOMO-LUMO gap: 8.53 eV

Atoms and positions in Å:
Al  -0.2918  -0.1491  0.3029
C  2.6752  0.0101  2.7310
C  2.9880  -0.5764  1.3484
P  2.1218  0.1982  -0.0690
C  2.6677  -0.7878  -1.4918
C  4.0031  -1.1468  -1.6581
C  4.3887  -1.8991  -2.7551
C  3.4476  -2.2937  -3.6960
C  2.1187  -1.9281  -3.5452
C  1.7331  -1.1782  -2.4459
C  2.8413  1.8437  -0.2792
C  2.0678  2.7962  -0.9395
C  2.5808  4.0608  -1.1864
C  3.8650  4.3794  -0.7718
C  4.6372  3.4355  -0.1068
C  4.1302  2.1707  0.1420
C  1.4239  -0.5714  3.3975
P  -0.1703  0.0680  2.7449
C  -0.2468  1.7570  3.3930
C  -0.9210  2.0915  4.5639
C  -0.8855  3.3969  5.0327
C  -0.1756  4.3697  4.3437
C  0.4957  4.0437  3.1729
C  0.4546  2.7436  2.6950
C  -1.4369  -0.9204  3.5718
C  -2.6224  -1.1723  2.8844
C  -3.6271  -1.9279  3.4649
C  -3.4490  -2.4432  4.7409
C  -2.2727  -2.1965  5.4347
C  -1.2682  -1.4377  4.8550
H  2.6072  1.1009  2.6795
H  3.5225  -0.2015  3.3852
H  2.7455  -1.6416  1.3048
H  4.0574  -0.4969  1.1504
H  4.7543  -0.8348  -0.9438
H  5.4267  -2.1762  -2.8767
H  3.7520  -2.8867  -4.5471
H  1.3853  -2.2303  -4.2800
H  0.6908  -0.8934  -2.3307
H  1.0584  2.5644  -1.2552
H  1.9710  4.7930  -1.6968
H  4.2665  5.3656  -0.9616
H  5.6373  3.6853  0.2204
H  4.7484  1.4535  0.6650
H  1.4361  -0.3397  4.4648
H  1.4011  -1.6590  3.2903
H  -1.4928  1.3438  5.0987
H  -1.4164  3.6527  5.9394
H  -0.1491  5.3846  4.7158
H  1.0402  4.8002  2.6242
H  0.9622  2.5005  1.7663
H  -2.7624  -0.7623  1.8875
H  -4.5450  -2.1215  2.9261
H  -4.2277  -3.0402  5.1957
H  -2.1370  -2.5970  6.4300
H  -0.3553  -1.2572  5.4079
C  -4.2885  -1.0357  -0.4238
Sb  -2.3992  -0.9583  -1.4066
C  -2.9012  0.4110  -2.9537
C  -2.5386  -2.8294  -2.4080
H  -5.0601  -1.1532  -1.1822
H  -4.4664  -0.1182  0.1327
H  -4.3209  -1.8868  0.2532
H  -3.7326  0.0004  -3.5232
H  -2.0538  0.5861  -3.6118
H  -3.1963  1.3547  -2.4978
H  -3.4820  -2.8571  -2.9486
H  -2.5138  -3.6267  -1.6684
H  -1.7125  -2.9686  -3.1003
Cl  -4.1557  2.8442  0.0468
C  -2.5553  3.0607  0.8104
C  -1.4983  2.6213  -0.1869
O  -1.1524  3.3213  -1.0997
O  -1.0242  1.4082  0.0255
H  -2.5356  2.4655  1.7184
H  -2.4354  4.1169  1.0322
Se  0.8056  -4.7454  0.0929
C  0.3911  -3.0874  0.3369
N  0.1193  -1.9458  0.5038

***

Molecular formula: C33H37AsF5IrSSi2
Method: DFT, ωB97M-V with the def2-TZVPD basis set

Calculated values
total energy: -138675.2038 eV
strongest force on any atom: 0.10290 Eh/bohr
LUMO energy (spin up / spin down): 0.8598 / 0.9046 eV
net charge: -1
HOMO-LUMO gap (spin up / spin down): 4.49 / 4.55 eV
spin multiplicity: 2
relative energy (zero: lowest compared OMol25 entry of this formula, charge and spin): 48.4 kcal/mol

Atoms and positions in Å:
Ir  1.1614  -0.7045  0.2822
F  7.5796  -0.6226  3.0778
C  6.5363  -1.0226  2.3218
C  6.2817  -2.3791  2.1257
F  7.1023  -3.2956  2.6742
C  5.1961  -2.7836  1.3749
F  4.9835  -4.1025  1.2119
C  4.3099  -1.8652  0.7805
S  2.9697  -2.3947  -0.1461
C  4.6189  -0.5038  0.9732
F  3.8325  0.4264  0.3993
C  5.6940  -0.0861  1.7291
F  5.9479  1.2255  1.8893
C  0.6054  -1.7603  5.5144
C  1.8124  -1.0125  4.9268
C  2.0105  0.3220  5.6585
C  3.0865  -1.8553  5.0872
C  1.5387  -0.7764  3.5048
C  1.1949  -0.6169  2.3498
H  0.7484  -1.9632  6.5760
H  0.4574  -2.7073  4.9982
H  -0.2973  -1.1634  5.3967
H  2.1032  0.1493  6.7320
H  1.1702  0.9888  5.4797
H  2.9145  0.8108  5.2995
H  3.2124  -2.1625  6.1266
H  3.9584  -1.2742  4.7928
H  3.0520  -2.7465  4.4644
C  0.7642  0.9717  -0.8426
C  0.3077  1.8150  -1.6101
C  -0.3426  2.6953  -2.4726
C  0.2289  2.9142  -3.7776
C  -0.5543  3.1513  -4.9185
C  0.0368  3.3955  -6.1399
C  1.4170  3.3863  -6.2688
C  2.2017  3.0582  -5.1721
C  1.6208  2.8218  -3.9469
C  -1.5767  3.2668  -2.0173
C  -2.1829  4.3814  -2.6248
C  -3.3817  4.8747  -2.1570
C  -4.0094  4.3037  -1.0594
C  -3.3956  3.2428  -0.4069
C  -2.2067  2.7325  -0.8734
H  -1.6307  3.0991  -4.8445
H  -0.5783  3.5874  -7.0085
H  1.8780  3.6282  -7.2150
H  3.2758  2.9899  -5.2850
H  2.2320  2.5829  -3.0890
H  -1.6965  4.8789  -3.4524
H  -3.8393  5.7199  -2.6532
H  -4.9517  4.6929  -0.7018
H  -3.8575  2.8112  0.4700
H  -1.7287  1.9032  -0.3710
C  -1.5045  -3.1638  2.6156
Si  -2.3203  -2.2052  1.1735
C  -3.9421  -3.1227  0.7074
C  -2.7493  -0.4452  1.8068
As  -0.8256  -2.2032  -0.6205
Si  -2.2539  -1.4909  -2.3599
C  -3.7192  -0.2937  -2.0396
C  -1.2564  -0.7263  -3.8007
C  -3.0831  -3.0787  -3.0680
H  -2.0787  -3.1214  3.5377
H  -0.5303  -2.7189  2.8030
H  -1.3499  -4.2099  2.3606
H  -4.5826  -3.2976  1.5654
H  -3.7034  -4.0859  0.2654
H  -4.5099  -2.5586  -0.0250
H  -3.3728  -0.4514  2.6969
H  -3.2639  0.1255  1.0398
H  -1.8257  0.0793  2.0404
H  -3.3673  0.7164  -1.8575
H  -4.3205  -0.5986  -1.1895
H  -4.3736  -0.2675  -2.9061
H  -0.8154  0.2189  -3.4996
H  -1.8806  -0.5416  -4.6718
H  -0.4408  -1.3787  -4.1034
H  -3.7987  -3.4998  -2.3682
H  -2.3266  -3.8336  -3.2668
H  -3.6136  -2.8789  -3.9949

***

Molecular formula: C33H37BF3N9O2SV
Method: DFT, ωB97M-V with the def2-TZVPD basis set

Calculated values
total energy: -97684.9271 eV
strongest force on any atom: 0.07618 Eh/bohr
LUMO energy (spin up / spin down): 4.3147 / 4.3141 eV
net charge: -2
HOMO-LUMO gap (spin up / spin down): 3.86 / 5.54 eV
spin multiplicity: 4
relative energy (zero: lowest compared OMol25 entry of this formula, charge and spin): 48.8 kcal/mol

Atoms and positions in Å:
V  -0.0151  -0.1080  1.1041
C  -1.1978  2.2937  4.4698
C  -0.8910  1.0221  3.6701
O  0.0495  1.1051  2.8170
C  -1.6057  -0.1248  3.9706
C  -1.3298  -1.3843  3.3861
C  -1.8731  -2.6489  4.0011
N  -0.5455  -1.4688  2.3341
N  0.0105  -2.6739  2.0599
C  1.1116  -2.4833  1.3610
O  1.5518  -1.2957  1.1482
C  1.8879  -3.6186  0.8720
C  3.0620  -3.3523  0.1535
C  3.8648  -4.3781  -0.2895
C  3.5012  -5.7012  -0.0579
C  2.3063  -5.9729  0.6009
C  1.5081  -4.9519  1.0702
H  -1.7070  3.0045  3.8172
H  -1.8338  2.0780  5.3284
H  -0.2656  2.7517  4.8073
H  -2.3433  -0.0907  4.7636
H  -2.4980  -2.4316  4.8677
H  -2.4502  -3.1819  3.2427
H  -1.0496  -3.2951  4.3041
H  3.3041  -2.3168  -0.0453
H  4.7823  -4.1577  -0.8249
H  4.1258  -6.5175  -0.4059
H  2.0096  -7.0051  0.7360
H  0.5765  -5.1465  1.5783
C  -2.8466  -0.5932  -3.1775
C  -1.8596  0.5193  -3.1135
C  -1.2704  1.2304  -4.1699
C  -0.4788  2.1828  -3.5558
C  0.3250  3.2389  -4.2346
N  -0.5964  2.0146  -2.2151
N  -1.4420  1.0118  -1.9642
B  -0.0710  2.9001  -1.0523
N  1.3827  2.6152  -0.6144
N  1.6449  1.6563  0.2812
C  2.9103  1.7634  0.6483
C  3.5368  0.8703  1.6609
C  3.4995  2.8377  -0.0367
C  2.4934  3.3579  -0.8265
C  2.5888  4.5323  -1.7391
N  -1.0008  2.6771  0.1555
N  -1.4465  1.4615  0.5091
C  -2.5760  1.6160  1.1780
C  -3.4730  0.4750  1.5033
C  -2.8476  2.9883  1.3258
C  -1.8164  3.6282  0.6693
C  -1.5486  5.0968  0.5795
H  -2.6054  -1.2728  -3.9949
H  -3.8543  -0.1986  -3.3324
H  -2.8441  -1.1424  -2.2398
H  -1.4063  1.0708  -5.2258
H  -0.0316  3.3512  -5.2599
H  1.3838  2.9726  -4.2646
H  0.2189  4.1888  -3.7134
H  -0.1386  4.0404  -1.4115
H  2.7646  0.2267  2.0766
H  3.9953  1.4516  2.4635
H  4.3107  0.2528  1.2012
H  4.5097  3.1976  0.0338
H  3.5793  4.9781  -1.6511
H  1.8391  5.2792  -1.4837
H  2.4334  4.2414  -2.7755
H  -2.9983  -0.4566  1.1916
H  -4.3998  0.5958  0.9380
H  -3.7097  0.4210  2.5641
H  -3.6772  3.4420  1.8399
H  -2.1403  5.6199  1.3322
H  -1.8046  5.4932  -0.4054
H  -0.4929  5.2982  0.7598
F  -1.3461  -5.3543  -0.9681
C  -1.3172  -4.4877  -1.9990
F  -2.6055  -4.3624  -2.4016
F  -0.7524  -5.2112  -3.0137
C  -0.5929  -3.2102  -1.7683
C  0.5096  -2.9256  -2.5605
C  1.1264  -1.6916  -2.4039
C  0.6768  -0.8583  -1.4011
N  -0.3139  -1.1490  -0.5590
C  -1.0283  -2.2910  -0.7711
S  -2.4335  -2.5937  0.1014
H  0.8759  -3.6402  -3.2824
H  1.9593  -1.4031  -3.0284
H  1.1558  0.0974  -1.2384

***

Molecular formula: C33H37BeF3NO3SSb
Method: DFT, ωB97M-V with the def2-TZVPD basis set

Calculated values
total energy: -68382.7305 eV
strongest force on any atom: 0.01341 Eh/bohr
LUMO energy: 0.2089 eV
HOMO-LUMO gap: 8.07 eV
relative energy (zero: lowest compared OMol25 entry of this formula, charge and spin): 12.4 kcal/mol

Atoms and positions in Å:
Be  -0.5954  -1.0725  -0.5923
N  0.1411  -1.2521  3.0061
C  -0.2589  -1.4960  1.7635
O  0.3394  -0.9537  0.7994
C  -1.4100  -2.4094  1.4651
C  -1.9706  -1.9940  0.0798
H  0.8835  -0.5848  3.1567
H  -0.3297  -1.6627  3.7905
H  -2.1276  -2.4015  2.2914
H  -0.9856  -3.4185  1.4138
H  -2.8882  -1.4166  0.2391
H  -2.2918  -2.8930  -0.4514
C  1.2355  5.0929  -4.7229
C  0.6894  4.3081  -3.5598
C  -0.6305  3.8569  -3.5617
C  -1.1399  3.1364  -2.4942
C  -0.3323  2.8835  -1.3926
C  0.9726  3.3368  -1.3629
C  1.4822  4.0366  -2.4482
S  -0.9207  1.8672  -0.0369
C  -2.2594  2.9762  0.4700
O  0.0935  1.9918  1.0555
H  0.7768  4.7782  -5.6610
H  2.3156  4.9760  -4.8070
H  1.0269  6.1580  -4.5956
H  -1.2584  4.0544  -4.4238
H  -2.1601  2.7658  -2.5335
H  1.5780  3.1513  -0.4825
H  2.5147  4.3703  -2.4269
H  -1.8561  3.9836  0.5573
H  -2.6072  2.6144  1.4385
H  -3.0700  2.9377  -0.2599
F  5.5292  1.6257  5.1262
C  4.9631  1.3808  3.9280
C  3.6332  1.6895  3.7471
C  3.0570  1.4245  2.5056
C  3.8033  0.8604  1.4700
C  5.1495  0.5707  1.6962
C  5.7398  0.8301  2.9252
Sb  2.8206  0.3713  -0.4004
C  4.3340  1.3850  -1.5918
C  4.5064  1.0597  -2.9403
C  5.2970  1.8349  -3.7817
C  5.9084  2.9548  -3.2565
F  6.6521  3.7322  -4.0696
C  5.7741  3.3134  -1.9313
C  4.9760  2.5262  -1.1081
C  3.7680  -1.5786  -0.3644
C  4.7302  -2.0074  -1.2764
C  5.2880  -3.2803  -1.1916
C  4.8654  -4.1186  -0.1837
F  5.3950  -5.3552  -0.0985
C  3.9195  -3.7345  0.7452
C  3.3756  -2.4610  0.6444
H  3.0691  2.1320  4.5589
H  2.0131  1.6784  2.3324
H  5.7502  0.1355  0.9044
H  6.7828  0.6096  3.1145
H  4.0132  0.1861  -3.3562
H  5.4353  1.5882  -4.8273
H  6.2880  4.1923  -1.5608
H  4.8596  2.8105  -0.0676
H  5.0715  -1.3435  -2.0620
H  6.0417  -3.6198  -1.8911
H  3.6259  -4.4238  1.5269
H  2.6374  -2.1481  1.3759
C  0.5433  0.1269  -4.0475
C  -0.2193  -0.8998  -3.2149
C  -1.7100  -0.8368  -3.5496
C  0.3177  -2.3036  -3.5155
O  -0.0090  -0.6237  -1.8565
H  0.5248  -0.1459  -5.1064
H  1.5822  0.1757  -3.7089
H  0.1055  1.1212  -3.9336
H  -1.8813  -1.0472  -4.6091
H  -2.0992  0.1619  -3.3266
H  -2.2601  -1.5655  -2.9473
H  0.1651  -2.5787  -4.5621
H  -0.1994  -3.0285  -2.8795
H  1.3853  -2.3434  -3.2837